# 1
Here is 3 unconnected molecules or ions with the total composition C6H14Cl4PS in a non-equilibrium geometry from the OMol25 dataset. Energies are from the ωB97M-V functional and the def2-TZVPD basis.

Each line ends with the Mulliken charge.
Geometry (Å):
C 0.482 -1.043 0.763  -0.839
C 1.151 -0.306 -0.429  -0.265
P 2.918 -0.454 -0.239  0.096
S 3.837 1.080 0.617  -0.613
H 0.789 -2.096 0.866  0.298
H -0.597 -0.991 0.618  0.170
H 0.734 -0.501 1.678  0.251
H 0.889 -0.775 -1.381  -0.020
H 3.454 -0.730 -1.520  -0.012
H 3.232 -1.600 0.547  -0.006
Cl -1.037 2.099 -4.972  -0.225
C 0.004 2.342 -3.533  -0.444
C 1.391 1.794 -3.729  -0.410
Cl 1.397 0.019 -3.771  -0.206
H -0.478 1.866 -2.683  0.280
H 0.054 3.415 -3.361  0.312
H 2.003 2.079 -2.873  0.258
H 1.852 2.163 -4.643  0.394
Cl -1.959 0.835 2.980  -0.153
C -3.032 -0.366 3.730  -0.456
C -2.569 -1.786 3.508  -0.470
Cl -2.707 -2.288 1.806  -0.180
H -4.031 -0.218 3.325  0.300
H -3.052 -0.158 4.799  0.280
H -3.197 -2.458 4.091  0.338
H -1.532 -1.921 3.806  0.322

Results
Net charge: -1
F_max (Eh/bohr): 0.0370
E_HOMO (eV): -2.6
LUMO energy (eV): 2.647



# 2
Here is a molecular structure, C32H34Br2CsN5O3PSSe in a non-equilibrium geometry from the OMol25 dataset. Energies are from the ωB97M-V functional and the def2-TZVPD basis.

Each line ends with the Mulliken charge.
Geometry (Å):
Cs -1.246 -0.130 -0.056  1.322
C -0.062 -0.121 6.396  -1.405
C -1.002 -0.695 5.375  0.694
C -1.826 -1.781 5.648  -0.289
C -2.657 -2.300 4.668  -0.497
C -2.620 -1.693 3.421  -0.078
Br -3.713 -2.370 2.010  -0.161
N -1.866 -0.661 3.143  -0.026
C -1.074 -0.163 4.093  -0.429
H -0.551 -0.027 7.368  0.411
H 0.313 0.852 6.081  0.330
H 0.813 -0.764 6.519  0.253
H -1.823 -2.228 6.636  0.405
H -3.308 -3.141 4.858  0.423
H -0.444 0.678 3.813  0.275
C 0.580 7.557 -0.413  -1.483
C -0.257 6.335 -0.686  1.018
C -1.324 6.382 -1.571  -0.628
C -2.093 5.251 -1.830  -0.526
C -1.788 4.058 -1.194  0.158
C -0.711 3.991 -0.301  -0.517
C 0.040 5.126 -0.057  -0.710
S -2.759 2.607 -1.528  0.937
O -3.961 3.059 -2.201  -0.784
O -2.892 1.994 -0.216  -0.813
N -1.801 1.656 -2.330  -0.253
C -1.569 1.728 -3.675  -0.121
C -2.093 2.643 -4.575  -0.610
C -1.710 2.652 -5.928  -0.822
C -0.804 1.763 -6.432  -1.004
C -0.251 0.790 -5.561  1.220
C 0.699 -0.161 -6.007  -0.759
C 1.206 -1.079 -5.141  -0.787
C 0.747 -1.056 -3.804  -0.363
N -0.122 -0.197 -3.352  0.118
C -0.631 0.746 -4.205  0.427
H 0.233 8.414 -0.992  0.380
H 1.628 7.377 -0.666  0.281
H 0.549 7.828 0.645  0.324
H -1.563 7.319 -2.065  0.291
H -2.942 5.290 -2.499  0.496
H -0.416 3.082 0.220  0.506
H 0.872 5.034 0.634  0.478
H -2.822 3.355 -4.221  0.474
H -2.146 3.396 -6.586  0.380
H -0.507 1.786 -7.473  0.349
H 1.016 -0.142 -7.044  0.381
H 1.940 -1.810 -5.457  0.391
H 1.130 -1.775 -3.083  0.497
C 1.512 4.069 -3.045  -0.953
C 2.196 3.008 -2.234  0.726
C 3.552 3.018 -1.935  -0.843
C 4.107 1.979 -1.203  -0.410
C 3.263 0.956 -0.811  -0.159
Br 4.028 -0.509 0.150  -0.210
N 1.975 0.917 -1.055  -0.045
C 1.462 1.936 -1.743  -0.570
H 2.231 4.613 -3.660  0.508
H 0.993 4.789 -2.403  -0.122
H 0.759 3.628 -3.703  -0.047
H 4.183 3.833 -2.276  0.430
H 5.156 1.959 -0.946  0.432
H 0.392 1.884 -1.925  1.109
C -0.231 -4.990 1.848  -1.208
P 0.667 -3.484 1.429  0.876
C 1.617 -3.038 2.883  -0.849
C 1.851 -3.980 0.171  -1.097
O -0.242 -2.378 1.004  -0.493
H 0.442 -5.789 2.163  0.386
H -0.805 -5.317 0.980  0.340
H -0.928 -4.755 2.654  0.265
H 2.342 -3.811 3.148  0.400
H 0.926 -2.878 3.713  0.190
H 2.128 -2.088 2.699  0.186
H 2.477 -4.803 0.521  0.378
H 2.474 -3.118 -0.071  0.171
H 1.314 -4.287 -0.728  0.322
Se 2.545 1.057 3.910  -0.449
C 1.997 2.116 2.509  0.105
N 1.646 2.780 1.624  -0.524

Results
Net charge: -1
F_max (Eh/bohr): 0.0204
ΔE to the lowest compared entry with this formula, charge and spin (kJ/mol): 21.7
E_HOMO (eV): -4.5
LUMO energy (eV): 1.774



# 3
Here is 2 unconnected molecules or ions with the total composition CH2NO4S in a non-equilibrium geometry from the OMol25 dataset. Energies are from the ωB97M-V functional and the def2-TZVPD basis.

Each line ends with the Mulliken charge.
Geometry (Å):
C -1.746 0.633 -0.145  0.632
N -1.120 -0.256 -0.579  -0.352
O 0.391 -1.070 1.414  -0.628
O -2.462 1.529 0.133  -0.568
O 1.172 1.030 -0.145  -0.624
O 1.146 -1.473 -0.891  -0.585
S 0.031 -1.564 0.060  0.525
H 0.715 0.740 0.535  0.272
H 1.873 0.430 -0.381  0.327

Results
Net charge: -1
F_max (Eh/bohr): 0.1532
ΔE to the lowest compared entry with this formula, charge and spin (kJ/mol): 65.1
E_HOMO (eV): -4.8
LUMO energy (eV): 3.833



Number 1: HOMO-LUMO gap 5.269 eV. Number 2: HOMO-LUMO gap 6.244 eV. Number 3: HOMO-LUMO gap 8.617 eV.